{
  "formula": "C5H9N",
  "method": "ωB97M-V/def2-TZVPD",
  "total_charge": 0,
  "gap_ev": 8.449,
  "e_tot_ha": -250.58521,
  "e_above_lowest_kj_mol": 214.6,
  "multiplicity": 1,
  "lumo_ev": 1.128,
  "symbols": ["N", "C", "C", "C", "C", "C", "H", "H", "H", "H", "H", "H", "H", "H", "H"],
  "xyz": [[2.9945, 1.4166, 0.0154], [1.8834, 0.6751, -0.4221], [0.7262, 0.2993, 0.1583], [-0.4671, -0.1442, -0.5595], [-1.3164, -0.5571, 0.3707], [-2.7083, -1.0786, 0.1866], [3.1631, 1.3351, 0.9927], [3.7925, 1.3567, -0.7183], [1.9363, 0.4963, -1.4861], [0.5911, 0.7427, 1.1995], [-0.4063, -0.2895, -1.6721], [-1.0089, -0.6512, 1.4991], [-2.6151, -2.0501, -0.2458], [-3.2655, -1.1764, 1.1244], [-3.2995, -0.3748, -0.4429]],
  "atomic_forces_ev_per_a": [[0.373, -0.730, -2.516], [-0.476, 0.049, -0.983], [2.290, 2.838, 0.727], [1.720, -0.783, 1.154], [-1.851, -1.054, 1.959], [-0.483, 1.136, -0.203], [0.817, 0.071, 0.430], [-1.692, 0.117, 2.634], [0.138, -0.147, -0.332], [-0.006, -1.136, -1.207], [-0.739, 0.420, 1.284], [-0.220, 0.735, -2.400], [-0.469, -0.766, -0.583], [0.290, 0.022, -0.079], [0.306, -0.772, 0.118]]
}